# 1
C37H36N6O3PPb | wB97M-V/def2-TZVPD

Relative energy (zero: lowest compared OMol25 entry of this formula, charge and spin) ... 185.3 kJ/mol
HOMO energy ... -16.5 eV
Total charge ... +3
Electronic energy ... -68547.847 eV
Spin multiplicity ... 1
Orbital gap ... 8.709 eV

Element x y z (Å)
C -0.10 0.22 5.20
C -0.82 1.19 -4.62
N -1.96 -0.70 -3.44
H 2.45 -1.11 -0.36
C -0.38 -0.42 6.40
H -2.48 1.76 0.49
C -3.78 -0.08 -1.88
H 2.85 0.31 -1.00
C -4.58 1.66 0.06
C 0.56 2.51 -6.04
C -5.13 0.20 -1.75
C -3.27 -1.09 -2.89
H -6.58 1.33 -0.66
O -0.73 -1.96 3.11
C 0.41 2.73 1.51
C 2.87 0.31 2.24
H -2.74 1.23 -3.72
P 1.19 0.46 2.82
O 0.20 -0.31 1.77
C 0.22 4.09 1.40
C 0.39 -1.50 6.81
C 1.54 2.48 -5.07
C -1.36 -1.76 -4.30
H 2.63 -1.61 4.27
H 5.01 0.18 -0.36
C 4.66 0.29 0.66
C 0.37 4.90 2.52
C 3.80 0.60 3.25
C -5.54 1.09 -0.77
C -2.13 0.52 -4.27
H -0.92 -3.78 -4.58
N 0.13 1.15 -3.68
H -0.47 -5.59 -3.12
C -0.21 -4.87 -2.35
H -4.01 -1.21 -3.69
C 1.78 -1.28 4.86
C 1.48 -1.92 6.05
H -2.67 0.27 -5.19
C 0.99 -0.21 4.43
H -1.20 -0.07 7.02
C 0.73 2.17 2.75
C -0.64 1.85 -5.82
H 0.24 5.97 2.43
C 0.69 4.35 3.75
C 5.15 0.71 2.97
H -1.42 1.85 -6.56
H 0.61 -2.26 0.25
C -3.26 1.33 -0.13
H 2.03 1.73 -3.12
Pb -0.45 -0.08 -1.55
H -5.85 -0.27 -2.41
O -1.69 -1.32 1.27
C -0.55 -3.53 -2.53
C 0.88 2.98 3.87
H 1.14 2.56 4.83
N 2.41 -0.11 -0.19
C 0.39 -3.03 -0.48
H 2.09 -2.74 6.39
H 0.14 -2.02 7.72
C 1.29 1.79 -3.90
H -2.35 -3.55 -3.63
H 0.80 4.99 4.62
N -0.91 -1.34 2.15
N -2.86 0.48 -1.09
H 3.47 0.73 4.28
H -1.93 -1.79 -5.24
C 0.74 -4.33 -0.23
C 3.30 0.17 0.92
H 1.24 -4.60 0.69
C 0.44 -5.28 -1.21
H -3.17 -2.05 -2.39
H 6.63 0.65 1.42
H 2.49 2.99 -5.21
H -0.02 4.53 0.44
H 0.71 -6.32 -1.07
N -0.24 -2.62 -1.60
H 0.33 2.09 0.63
C 5.58 0.56 1.66
H 0.72 3.05 -6.97
H 5.86 0.92 3.77
C -1.33 -3.18 -3.77
H -0.35 -1.43 -4.56
H -0.71 1.05 4.88
H -4.86 2.36 0.84

# 2
C37H37AuBrN4O5 | wB97M-V/def2-TZVPD

Relative energy (zero: lowest compared OMol25 entry of this formula, charge and spin) ... 0.0 kJ/mol
HOMO energy ... -10.6 eV
Total charge ... +1
Electronic energy ... -128896.345 eV
Spin multiplicity ... 1
Orbital gap ... 7.495 eV

Element x y z (Å)
C -3.54 -5.84 1.58
H 1.16 1.42 1.75
H -1.52 -3.15 2.92
C 0.42 0.98 3.71
C 0.18 4.97 -1.36
H 0.02 1.70 -1.89
O -0.91 2.95 0.63
N -1.25 -2.14 -0.10
C 4.48 0.24 -1.42
O -0.58 1.59 -1.10
H 6.20 0.72 -2.63
H 2.18 2.76 -2.26
H -3.55 -2.09 -4.09
C 0.86 3.92 -3.39
H 1.73 4.53 -3.68
C -1.45 -2.94 0.91
C 3.15 -0.10 -3.85
H -2.52 -0.87 5.90
C 4.54 0.20 0.98
C -2.96 -7.21 3.47
H 0.54 3.35 -4.27
Au 0.44 -0.84 -0.07
N -1.13 -2.59 2.18
H 5.07 0.31 1.92
C -0.25 4.80 -2.82
O -4.32 -5.44 0.54
H 2.71 -0.31 1.97
C -5.56 -6.11 0.35
C 0.17 -0.49 1.85
C -2.02 -3.60 -3.99
H -6.05 -5.62 -0.48
H -0.41 0.29 5.56
H -2.48 0.17 -0.48
H -6.19 -6.03 1.24
C 0.74 3.59 -1.01
C 3.11 -0.13 -1.40
H -0.43 -5.00 -3.58
H -2.44 -2.60 6.30
C -3.42 -0.34 -0.64
C -2.77 -2.55 -3.50
C -1.03 -4.18 -3.21
C 5.18 0.40 -0.20
H 6.22 0.67 -0.23
H -0.03 -4.09 -1.31
C 3.17 -0.16 1.01
C -0.53 -1.40 2.61
Br 0.70 -0.84 -2.74
N 1.20 3.00 -2.28
H 5.03 0.43 -4.78
C -1.57 -2.62 -1.42
C -1.44 -5.51 2.72
H -4.77 -7.43 2.34
H -5.40 -7.16 0.11
H -3.63 -1.00 0.20
H -3.21 -8.01 4.15
C 0.64 0.71 2.37
C -0.71 -1.11 3.98
C -2.33 -5.14 1.72
H -2.58 -4.24 -0.11
H 0.78 1.92 4.13
C 2.44 -0.33 -0.15
C 2.51 -0.30 -2.67
C -0.34 2.70 -0.39
C -3.85 -6.88 2.45
H 0.97 5.72 -1.29
H 1.54 3.65 -0.27
O -1.37 -2.08 4.67
H -1.06 -1.55 6.66
H -1.21 4.28 -2.88
H -4.21 0.39 -0.74
C -0.24 0.07 4.52
O -3.43 -1.06 -1.88
H -1.06 -6.81 4.38
H -0.34 5.74 -3.35
C 5.15 0.44 -2.65
C -0.81 -3.68 -1.94
C 4.51 0.28 -3.84
C -2.57 -2.05 -2.21
H -0.63 5.26 -0.70
C -1.76 -6.54 3.60
H 2.63 -0.25 -4.79
H -0.48 -5.03 2.78
N -2.09 -4.13 0.76
C -1.87 -1.74 5.96
H -2.21 -3.96 -4.99